No. 1
ORCA calculation (ωB97M-V with the def2-TZVPD basis set) on a cluster of 10 separate species, C39H59NO17 in total in a non-equilibrium geometry.

```
116
Properties=species:S:1:pos:R:3:forces:R:3:lowdin_charge:R:1
C 1.364647 -6.401345 -1.332657 -0.91 1.65 -2.88 -0.13
C 1.922487 -6.394345 -0.098977 0.73 0.15 2.98 -0.15
C 1.888327 -5.108095 0.427043 -0.23 -0.31 -0.45 -0.13
N 1.328067 -4.289545 -0.526277 0.38 -1.36 -0.77 0.02
C 1.065297 -5.065365 -1.659727 -0.24 -0.32 1.21 -0.11
H 1.193257 -7.239965 -1.991257 0.14 0.05 0.04 0.09
H 2.262107 -7.254435 0.458963 0.06 0.03 -0.04 0.09
H 2.187827 -4.773885 1.409383 -0.06 0.21 -0.27 0.10
H 1.185367 -3.294965 -0.423537 -0.04 -0.23 0.06 0.10
H 0.614457 -4.640375 -2.544327 0.00 -0.01 0.17 0.09
O 0.782727 0.483465 -4.702027 -2.25 -2.41 -0.70 0.05
C -0.055253 -0.382505 -5.011687 2.41 1.96 0.04 -0.41
C 0.154407 -1.573775 -5.996887 0.15 1.19 1.58 -0.07
C -1.160333 -2.247385 -5.939867 -1.61 -1.20 -0.10 -0.15
C -2.159813 -1.379995 -5.049947 1.55 -1.06 -1.83 -0.10
O -1.296483 -0.365455 -4.476327 -0.38 -0.59 -0.13 0.01
H 0.454757 -1.279735 -7.002587 0.15 0.30 0.33 0.13
H 0.911027 -2.201025 -5.525507 0.26 0.21 -0.36 0.10
H -1.476693 -2.490945 -6.954117 -0.63 0.32 0.10 0.11
H -1.078273 -3.224405 -5.463617 0.08 0.03 0.12 0.11
H -2.942533 -0.926745 -5.658227 0.12 0.31 0.21 0.12
H -2.598253 -2.107585 -4.366937 0.16 0.82 0.67 0.10
O 1.595447 -2.199575 1.491063 1.02 0.18 2.67 0.08
C 2.088607 -1.900325 2.582783 -1.02 2.36 -3.01 -0.41
C 1.871797 -0.604255 3.389033 -0.16 -0.14 0.48 -0.07
C 2.980747 -0.626365 4.389593 0.48 -0.35 1.71 -0.17
C 3.421017 -2.104975 4.425183 0.33 2.29 1.06 -0.15
O 3.076397 -2.535865 3.160583 0.26 -3.11 -1.34 0.05
H 2.026967 0.390855 2.972153 -1.07 -0.45 -1.22 0.13
H 0.941237 -0.695695 3.949203 -0.38 0.24 -0.49 0.12
H 3.775617 0.075645 4.137663 0.08 -0.22 0.02 0.12
H 2.547627 -0.363725 5.354743 0.49 0.27 0.18 0.11
H 4.499467 -2.203665 4.548883 -0.20 -0.30 0.09 0.13
H 2.856097 -2.575555 5.229863 0.13 -0.64 -0.23 0.13
O 4.466737 -3.332675 -4.488937 -1.47 0.52 1.48 0.08
C 3.930877 -2.846995 -3.493077 0.69 -0.34 -4.73 -0.44
C 2.558567 -2.096325 -3.433547 0.91 -0.75 0.27 -0.07
C 2.776907 -1.374185 -2.145447 -0.39 0.02 1.38 -0.14
C 3.885667 -2.197775 -1.401557 -3.01 1.69 1.88 -0.17
O 4.610807 -2.772525 -2.382577 2.28 -0.43 -0.88 0.07
H 2.382037 -1.376845 -4.233097 0.50 -0.43 -0.24 0.10
H 1.742687 -2.819115 -3.430697 0.06 -0.13 0.14 0.10
H 3.121767 -0.366805 -2.378607 0.30 -0.03 0.27 0.11
H 1.903547 -1.259585 -1.503417 -0.11 -0.06 -0.06 0.09
H 4.354837 -1.452615 -0.759127 0.88 -0.53 -0.09 0.12
H 3.507287 -3.058575 -0.850227 -0.46 0.54 0.68 0.11
O -2.606023 2.338655 0.754283 1.75 -1.38 -1.16 0.07
C -1.655783 1.705275 0.279773 -1.26 1.83 1.53 -0.43
C -0.540483 1.026045 1.061433 -0.57 0.63 0.59 -0.09
C 0.115437 0.194265 0.055473 0.28 -2.26 -1.84 -0.17
C -0.335333 0.735375 -1.359247 1.59 0.64 1.65 -0.09
O -1.446833 1.617395 -1.042237 -0.61 -0.92 -0.27 0.03
H 0.202607 1.707945 1.474883 -0.52 0.61 0.15 0.10
H -0.963763 0.461655 1.892333 -0.06 0.10 0.01 0.11
H 1.176437 0.017495 0.231883 0.01 0.56 -0.43 0.09
H -0.278683 -0.819435 0.127463 -0.19 -0.13 -0.11 0.10
H 0.392567 1.410415 -1.809347 0.26 -0.20 -0.10 0.10
H -0.510163 -0.091525 -2.047567 -0.80 0.38 0.05 0.09
O 0.715387 3.278775 3.848533 -2.75 -0.62 3.54 0.05
C -0.036063 3.114305 4.848483 2.75 0.43 -2.84 -0.39
C -0.113373 1.925975 5.797923 -0.25 -0.40 -1.25 -0.09
C -1.234493 2.279905 6.679103 -1.93 0.97 2.07 -0.16
C -1.603303 3.785175 6.441333 2.09 -1.73 1.02 -0.13
O -0.920573 4.051085 5.238023 -0.09 0.86 -1.83 0.02
H -0.509103 1.067735 5.254863 0.80 -0.15 -0.56 0.11
H 0.786117 1.633085 6.339443 0.19 0.40 -0.44 0.13
H -2.121963 1.686375 6.459533 0.10 -0.24 0.32 0.10
H -0.923783 2.181375 7.719223 -0.55 -0.29 0.11 0.12
H -2.670623 4.005765 6.457843 0.27 0.14 -0.47 0.12
H -1.039273 4.331065 7.197613 -0.62 0.51 0.19 0.12
O -2.361933 -0.216795 3.875353 -2.37 0.58 1.12 0.08
C -3.417513 0.352725 4.156073 1.70 -0.02 -1.16 -0.45
C -3.903633 1.651195 3.550143 1.07 -0.41 -1.61 -0.10
C -4.821813 2.174585 4.576873 0.07 1.75 0.58 -0.18
C -5.388323 0.925475 5.134883 -0.80 0.01 -0.32 -0.16
O -4.300783 -0.005435 5.110493 0.24 -1.03 0.43 0.04
H -3.026693 2.230005 3.260233 -0.13 0.27 0.26 0.12
H -4.399813 1.514675 2.589273 -0.06 -0.50 -0.08 0.13
H -4.173873 2.727355 5.257113 -0.52 0.23 0.53 0.10
H -5.639823 2.784625 4.193733 0.31 0.34 0.07 0.13
H -5.911573 0.986775 6.089113 0.67 -0.22 0.22 0.14
H -6.155963 0.684235 4.399623 -0.09 -0.92 -0.02 0.13
O 4.435647 1.185835 -0.654797 -2.78 2.62 -0.64 0.06
C 3.585517 2.116735 -0.733877 5.45 -2.88 -0.87 -0.49
C 3.688927 3.381145 -1.536997 0.77 -0.21 -0.02 -0.08
C 2.433457 4.116595 -1.200147 -0.22 0.29 -0.10 -0.13
C 2.018227 3.460525 0.118233 -1.26 0.92 -0.91 -0.11
O 2.553207 2.150945 0.009153 -2.16 -0.57 2.66 0.05
H 4.530887 3.946405 -1.137397 0.44 -0.29 -0.43 0.14
H 3.767947 3.153465 -2.600017 0.49 0.14 0.16 0.12
H 2.670177 5.172105 -1.066107 -0.63 0.03 -0.29 0.13
H 1.769297 3.896265 -2.035877 -0.64 0.56 0.37 0.10
H 2.373247 4.044885 0.967113 0.47 -0.53 0.22 0.14
H 0.940337 3.364295 0.248523 0.07 0.02 -0.10 0.12
O -1.565753 -2.426755 -1.604387 -1.01 0.69 -0.16 0.10
C -2.679903 -2.200525 -1.182237 1.68 -1.71 0.19 -0.46
C -3.952603 -1.873815 -1.906157 -0.24 0.97 1.88 -0.05
C -4.814933 -1.509105 -0.667217 -1.97 -0.19 -0.66 -0.14
C -4.245553 -2.261535 0.515693 -0.74 0.82 -0.05 -0.17
O -2.905293 -2.370005 0.144313 1.41 -0.40 0.48 0.04
H -3.763633 -0.974525 -2.492397 -0.22 -0.41 -0.49 0.12
H -4.361983 -2.739875 -2.426197 0.30 0.20 -0.28 0.13
H -4.838383 -0.432835 -0.496367 0.22 -0.04 0.02 0.12
H -5.845973 -1.838145 -0.796767 -0.16 0.29 -0.21 0.11
H -4.383083 -1.721305 1.452363 0.57 0.40 -0.04 0.12
H -4.726983 -3.209035 0.757683 0.29 -0.49 -0.68 0.13
C 1.995187 3.573255 -5.012507 1.06 0.89 0.03 -0.04
C 0.677307 4.308325 -4.870967 0.01 0.79 -0.33 -0.48
C -0.502243 3.393055 -4.656627 -0.70 0.67 -0.14 -0.02
O 0.581277 5.532085 -4.929147 0.19 -1.76 0.12 0.05
H 2.183817 2.788675 -4.279737 -0.58 -0.34 -0.29 0.06
H 2.847167 4.245655 -4.911927 -0.17 0.47 0.13 0.08
H 2.121217 3.215005 -6.034207 -0.39 -0.50 0.06 0.09
H -1.431493 3.959625 -4.716567 0.08 0.19 0.35 0.08
H -0.379483 2.955615 -3.665837 -0.19 -0.25 -0.03 0.07
H -0.622613 2.599295 -5.393887 0.62 -0.11 0.11 0.08
```
Forces are in eV/Å.

SMILES: c1cc[nH]c1.O=C1CCCO1.O=C1CCCO1.O=C1CCCO1.O=C1CCCO1.O=C1CCCO1.O=C1CCCO1.O=C1CCCO1.O=C1CCCO1.CC(C)=O
HOMO-LUMO gap (eV): 7.7
Largest force on an atom (eV/A): 6.2
HOMO level (eV): -7.36
E (hartree): -2855.26592
LUMO (eV): 0.310

=====

No. 2
ORCA calculation (ωB97M-V with the def2-TZVPD basis set) on an isolated molecule of C20H27ClN2O2.

```
52
Properties=species:S:1:pos:R:3:forces:R:3:nbo_charge:R:1
O 1.245377 4.258492 0.268898 0.09 0.41 -0.12 -0.63
C 0.924616 3.154327 0.658149 -0.02 -0.11 0.44 0.69
C 0.274822 2.874629 1.996377 -0.14 0.14 -0.02 -0.50
C -0.980397 2.033522 1.761875 -0.07 -0.02 0.08 -0.40
C -0.657875 0.710590 1.051232 -0.11 0.16 -0.20 -0.32
C -1.610637 0.491566 -0.128015 0.31 -0.11 0.39 0.70
O -2.136202 1.427654 -0.699867 -0.17 0.33 -0.14 -0.64
N -1.778403 -0.783313 -0.556019 -0.03 -0.16 -0.38 -0.46
C -1.332783 -1.977548 0.124998 0.09 -0.19 0.43 -0.22
C -2.239881 -2.408357 1.293745 -0.04 0.14 -0.06 -0.41
C -3.700713 -1.987812 1.124470 0.10 -0.27 -0.01 -0.40
C -4.302132 -2.333699 -0.241409 -0.14 0.31 0.06 -0.41
C -4.120152 -1.213909 -1.265697 0.24 -0.19 -0.07 -0.40
C -2.666647 -0.996905 -1.685576 -0.36 0.28 -0.30 -0.21
C 0.781756 0.750886 0.489320 -0.13 -0.40 0.41 -0.20
N 1.082603 2.033609 -0.087618 -0.04 -0.06 -0.29 -0.46
C 1.553227 2.142222 -1.447357 0.28 0.36 -0.22 -0.20
C 3.087607 2.058914 -1.544260 -0.33 -0.02 -0.02 -0.44
C 3.591843 0.760939 -0.989242 0.13 0.06 -0.03 -0.02
C 4.125940 0.694227 0.291807 -0.01 -0.03 -0.14 -0.16
C 4.532872 -0.511853 0.833954 0.01 -0.15 0.02 -0.24
C 4.401903 -1.669780 0.085400 -0.06 0.18 -0.03 -0.05
Cl 4.897087 -3.186650 0.758200 0.06 -0.16 0.07 0.00
C 3.880467 -1.627517 -1.197613 0.01 -0.08 0.05 -0.22
C 3.480045 -0.413773 -1.725172 0.06 0.06 0.10 -0.22
H 0.977230 2.347718 2.647223 0.06 0.02 0.03 0.21
H 0.019086 3.825287 2.463564 0.12 -0.03 -0.06 0.24
H -1.661434 2.604534 1.125739 0.04 -0.07 0.11 0.25
H -1.482836 1.841206 2.711067 -0.03 0.01 -0.03 0.21
H -0.730504 -0.118937 1.753680 0.04 -0.03 -0.03 0.22
H -1.317933 -2.773394 -0.623576 0.08 0.10 0.04 0.21
H -0.306233 -1.854997 0.478551 -0.02 -0.06 -0.07 0.21
H -1.873290 -1.985973 2.231719 0.07 -0.06 0.04 0.20
H -2.180143 -3.494553 1.383692 0.03 -0.04 0.07 0.21
H -4.276839 -2.479150 1.911285 0.00 0.08 0.04 0.21
H -3.788024 -0.910929 1.284241 -0.07 0.03 0.07 0.20
H -3.867143 -3.262261 -0.616987 -0.03 -0.14 -0.04 0.19
H -5.374061 -2.502392 -0.119620 0.02 -0.09 -0.03 0.21
H -4.700750 -1.440396 -2.161969 -0.04 0.06 -0.05 0.21
H -4.501852 -0.281301 -0.846479 -0.05 0.04 -0.03 0.21
H -2.301770 -1.859544 -2.250054 0.01 0.03 0.04 0.19
H -2.608707 -0.108304 -2.318343 0.03 -0.19 0.00 0.24
H 1.486383 0.530177 1.302387 -0.09 -0.10 -0.13 0.20
H 0.916959 -0.013851 -0.278286 0.06 0.04 0.09 0.22
H 1.087355 1.354470 -2.044608 -0.01 0.02 0.02 0.19
H 1.230484 3.116822 -1.822264 -0.02 -0.17 -0.04 0.24
H 3.508072 2.897146 -0.988434 0.01 0.04 -0.06 0.23
H 3.369111 2.158636 -2.593685 0.06 0.05 -0.02 0.22
H 4.224680 1.599051 0.873643 0.01 0.11 0.06 0.21
H 4.948886 -0.555832 1.828436 0.04 -0.03 0.09 0.23
H 3.792432 -2.534857 -1.774608 0.01 -0.10 -0.03 0.23
H 3.076517 -0.378813 -2.726891 -0.05 0.00 -0.13 0.22
```
Forces are in eV/Å.

SMILES: O=C1CC[C@@H](C(=O)N2CCCCCC2)CN1CCc1ccc(Cl)cc1
HOMO-LUMO gap (eV): 9.4
Largest force on an atom (eV/A): 0.6
ΔE to the lowest compared entry with this formula, charge and spin (kJ/mol): 50.65
HOMO level (eV): -8.89
E (hartree): -1498.54852
LUMO (eV): 0.494

=====

Among the records above, which one has the lowest largest force on an atom?
C20H27ClN2O2

=====

Among the records above, which one has the highest E?
C20H27ClN2O2

=====

Which of these has the highest E?
C20H27ClN2O2